1) Computed, not measured: a 3-piece molecular cluster, C6H17NO2 overall, with the ωB97M-V functional and the def2-TZVPD basis.

Structure (ORCA input):
```
! wB97M-V def2-TZVPD RIJCOSX def2/J DEFGRID3
* xyz 0 1
C -2.97 -0.68 -0.35
C -1.40 1.41 -1.75
O -3.11 0.26 0.58
O -2.23 -1.63 -0.24
H -0.33 -1.17 -0.10
H -2.37 0.22 1.21
H -3.76 -0.60 -1.11
H -0.79 2.26 -2.02
H -2.28 1.90 -1.35
H -1.66 0.85 -2.65
C 0.84 0.05 1.05
C 1.39 -0.97 -1.15
C 1.83 1.20 0.87
C 1.41 -1.03 1.97
N 0.38 -0.44 -0.25
H -0.67 0.69 -1.16
H -0.06 0.46 1.53
H 0.88 -1.36 -2.03
H 2.07 -0.18 -1.45
H 1.97 -1.80 -0.72
H 2.79 0.84 0.52
H 1.99 1.71 1.82
H 1.44 1.92 0.15
H 0.70 -1.86 2.07
H 1.61 -0.62 2.96
H 2.34 -1.43 1.57
*
```

As for the SMILES: CNC(C)C.O=CO.C. Its HOMO energy is -8.43 eV.

---

2) Computed, not measured: a 3-piece molecular cluster, C6H17NO2 overall, with the ωB97M-V functional and the def2-TZVPD basis.

Structure (ORCA input):
```
! wB97M-V def2-TZVPD RIJCOSX def2/J DEFGRID3
* xyz 0 1
C -0.76 -0.97 -1.24
C -1.14 -0.60 0.19
C -0.10 0.35 0.80
C 0.98 0.02 1.50
N 1.51 -1.25 1.71
C -0.46 1.83 0.74
C -1.03 2.37 -0.56
H 0.09 -0.54 -1.77
H -0.64 -2.05 -1.29
H -1.54 -0.83 -1.99
H -2.08 -0.19 0.49
H -1.00 -1.46 0.85
H 1.59 0.81 1.91
H 2.51 -1.31 1.65
H 0.98 -2.08 1.52
H -1.03 2.15 1.62
H 0.46 2.40 0.97
H -1.18 1.66 -1.36
H -0.39 3.11 -1.03
H -1.99 2.86 -0.49
H 2.79 1.18 -1.30
H 1.91 2.32 -0.82
O 1.92 1.57 -1.42
H -0.12 -4.03 -0.87
H -0.87 -3.22 0.13
O -0.41 -4.07 0.05
*
```

As for the SMILES: CCC(=CN)CC.O.O. Its HOMO energy is -7.65 eV.

---

Energies, relative to the best one, in eV: 1) 0.000; 2) 0.687.

---

1) Computed, not measured: a 2-piece molecular cluster, CF2O3S overall, with the ωB97M-V functional and the def2-TZVPD basis.

Structure (ORCA input):
```
! wB97M-V def2-TZVPD RIJCOSX def2/J DEFGRID3
* xyz 0 1
C 0.01 0.15 -1.59
O 0.70 -0.04 -0.68
O 0.15 -1.49 2.36
O -0.22 0.90 2.40
F -0.26 1.29 -2.13
F -0.92 -0.60 -2.21
S 0.54 -0.20 1.86
*
```

Its HOMO energy is -11.62 eV.

---

2) Computed, not measured: one molecule with the formula CF2O3S, with the ωB97M-V functional and the def2-TZVPD basis.

Structure (ORCA input):
```
! wB97M-V def2-TZVPD RIJCOSX def2/J DEFGRID3
* xyz 0 1
C -1.02 0.06 0.29
O -1.84 0.38 1.04
O 1.57 -0.18 1.35
O 1.06 1.42 -0.55
F -1.33 -0.41 -0.91
F 1.32 -1.00 -0.96
S 0.90 0.14 0.10
*
```

As for the SMILES: O=C(F)S(=O)(=O)F. Its HOMO energy is -12.53 eV.

---

Energies, relative to the best one, in eV: 1) 0.000; 2) 0.854.